This record from the Open Molecules 2025 dataset describes a gas-phase ion, C13H19N2 (charge +1). The level of theory is wB97M-V/def2-TZVPD.

Summary:
HOMO level: -12.85 eV
2S+1: 1
max |F|: 5.18 eV/A
energy: -615.96888 Ha
energy above the lowest of the compared OMol25 structures with the same formula, charge and spin: 187.3 kJ/mol
net charge: +1
Kohn-Sham gap: 8.92 eV

Each line ends with the Mulliken charge.
Element x y z (Å)
N -1.00286 -0.05620 -1.06261  -0.3840
N 0.76852 0.80593 0.62253  0.0402
C 0.41524 -1.60257 2.01302  -0.5698
C 0.22406 -2.69345 2.87581  -0.6066
C 1.23699 0.60769 -0.52137  0.1415
C -1.93198 -1.84591 3.50877  -0.5951
C 2.64493 0.92582 -0.75332  -1.3906
C -0.24851 0.69973 1.34718  0.8048
C -0.98520 -2.85971 3.55965  -0.4356
C 0.75007 -0.64877 -2.76533  -1.5905
C 0.21092 0.29582 -1.70522  1.1210
C -0.11327 1.73621 -2.43111  -1.6455
C -1.10128 1.91290 1.59064  -1.8167
C -0.53366 -0.58344 1.98300  0.6248
C -1.72666 -0.77628 2.66020  -0.3280
H 1.20494 -1.58112 1.42172  0.6342
H 0.79137 2.02297 -2.92874  0.4347
H -1.28230 -3.70120 4.21373  0.3432
H 3.07582 1.77891 -0.25749  0.3908
H -1.36460 2.05574 2.65489  0.4629
H -2.76216 -1.91875 4.20036  0.4045
H 3.08365 0.04853 -0.41402  0.3914
H 1.07010 -3.34776 2.75399  0.3804
H -2.48300 0.03887 2.69640  0.3445
H -0.44131 2.58953 -1.83135  0.3229
H -1.99677 1.71645 1.03260  0.4526
H -0.67007 2.90235 1.45304  0.3532
H 3.04597 0.96904 -1.85382  0.2924
H -0.80044 1.47069 -3.15060  0.6160
H -1.66314 0.34511 -1.75555  0.3808
H 1.71055 -0.42051 -3.31584  0.3178
H 0.02350 -0.75432 -3.52187  0.4487
H 0.73255 -1.65167 -2.31569  0.3995
H -1.18846 -1.05310 -0.96169  0.2593

Force components x, y, z for each atom (eV/Å):
-1.9 0.1 -1.4
1.2 0.0 -1.0
-4.0 -0.4 3.3
0.0 0.4 -1.8
-0.9 1.6 -1.6
0.4 -0.4 -0.4
1.3 0.4 -3.3
-1.5 0.1 0.7
0.2 -0.2 0.8
0.9 -0.8 0.6
1.5 2.9 0.6
2.5 -1.2 2.1
0.2 0.3 1.7
-0.2 -0.2 0.1
-1.2 1.7 1.3
3.8 0.3 -2.3
0.5 0.3 -0.4
0.9 0.3 -0.5
-0.3 0.2 0.5
-0.1 -0.9 -0.3
-0.3 0.2 -0.5
1.6 -1.6 0.9
-0.3 -0.9 0.8
0.7 -0.7 -0.2
-0.1 -0.6 0.3
-0.6 0.4 -0.3
0.4 -0.3 -1.2
-1.4 0.0 1.8
-1.7 -0.3 -1.7
-0.4 -0.9 1.3
-0.9 -0.1 1.2
-1.1 0.2 -1.1
0.7 0.1 -0.1
0.2 0.1 -0.2